{
  "formula": "C25H58N7O2P2",
  "method": "ωB97M-V/def2-TZVPD",
  "total_charge": -1,
  "lumo_energy_ha": 0.0348,
  "e_tot_ev": -59961.806,
  "e_homo_ha": -0.0625,
  "largest_force_ev_per_a": 6.853,
  "elements": ["C", "C", "C", "N", "C", "C", "C", "C", "C", "C", "C", "C", "C", "C", "H", "H", "H", "H", "H", "H", "H", "H", "H", "H", "H", "H", "H", "H", "H", "H", "H", "H", "H", "H", "H", "H", "O", "P", "N", "C", "C", "N", "C", "C", "N", "C", "C", "H", "H", "H", "H", "H", "H", "H", "H", "H", "H", "H", "H", "H", "H", "H", "H", "H", "H", "O", "P", "N", "C", "C", "N", "C", "C", "N", "C", "C", "H", "H", "H", "H", "H", "H", "H", "H", "H", "H", "H", "H", "H", "H", "H", "H", "H", "H"],
  "xyz": [[-0.196, -1.053, -4.433], [-1.245, -1.430, -3.946], [-2.474, -2.004, -3.232], [-3.278, -2.853, -4.068], [-2.385, -3.853, -4.585], [-3.100, -5.212, -4.898], [-2.029, -6.329, -4.716], [-2.328, -7.590, -5.569], [-1.856, -6.758, -3.226], [-0.552, -6.293, -2.558], [0.685, -6.602, -3.385], [1.581, -5.707, -3.783], [1.790, -4.333, -3.191], [2.489, -6.053, -4.977], [0.775, -0.949, -4.859], [-3.031, -1.125, -2.873], [-2.106, -2.584, -2.342], [-1.604, -4.109, -3.824], [-1.861, -3.569, -5.530], [-3.977, -5.370, -4.260], [-3.378, -5.211, -5.964], [-1.108, -5.899, -5.135], [-2.958, -8.330, -5.060], [-2.705, -7.346, -6.570], [-1.359, -8.095, -5.744], [-2.740, -6.390, -2.688], [-1.881, -7.859, -3.208], [-0.459, -6.789, -1.575], [-0.551, -5.218, -2.353], [0.789, -7.649, -3.694], [2.837, -4.245, -2.864], [1.151, -4.097, -2.340], [1.643, -3.564, -3.962], [2.545, -5.172, -5.622], [2.048, -6.897, -5.513], [3.481, -6.311, -4.576], [2.017, -1.847, -0.119], [1.495, -0.914, 0.957], [0.930, 0.323, -0.096], [0.928, 1.742, 0.143], [-0.202, -0.047, -0.952], [3.065, -0.562, 1.636], [3.903, 0.464, 1.045], [3.864, -1.761, 1.874], [0.759, -0.216, 2.363], [-0.680, -0.407, 2.514], [1.349, 0.644, 3.370], [0.100, 2.069, 0.794], [0.827, 2.281, -0.803], [1.861, 2.101, 0.573], [-1.157, 0.042, -0.417], [-0.112, -1.076, -1.301], [-0.244, 0.575, -1.846], [3.950, 0.396, -0.050], [4.923, 0.402, 1.431], [3.562, 1.463, 1.330], [4.334, -2.133, 0.956], [3.246, -2.564, 2.281], [4.650, -1.553, 2.606], [-1.234, 0.501, 2.245], [-0.942, -0.682, 3.539], [-1.033, -1.216, 1.871], [1.554, 1.645, 2.982], [2.266, 0.230, 3.782], [0.670, 0.767, 4.218], [0.366, 4.107, 3.857], [0.097, 5.598, 3.966], [-1.403, 5.463, 4.811], [-2.558, 6.322, 4.703], [-1.311, 4.914, 6.160], [-0.110, 5.860, 2.261], [-1.393, 5.599, 1.627], [0.956, 5.258, 1.461], [0.208, 7.312, 4.192], [0.629, 7.779, 5.509], [-0.175, 8.373, 3.283], [-2.453, 7.261, 5.269], [-3.440, 5.807, 5.091], [-2.802, 6.570, 3.673], [-1.028, 5.681, 6.895], [-0.566, 4.118, 6.204], [-2.260, 4.469, 6.469], [-1.832, 4.643, 1.936], [-1.292, 5.589, 0.540], [-2.102, 6.405, 1.829], [0.806, 4.183, 1.324], [1.929, 5.404, 1.936], [1.006, 5.727, 0.475], [-0.222, 8.144, 6.096], [1.367, 8.581, 5.433], [1.101, 6.972, 6.073], [-1.262, 8.452, 3.187], [0.257, 8.248, 2.294], [0.186, 9.340, 3.646]]
}

{
  "formula": "C3HN3O2",
  "method": "ωB97M-V/def2-TZVPD",
  "relative_energy_ev": 0.0991,
  "total_charge": 0,
  "lumo_energy_ha": 0.0060,
  "smiles": "N#CN=C=O.N=C=O",
  "e_tot_ev": -11691.340,
  "e_homo_ha": -0.4134,
  "largest_force_ev_per_a": 3.516,
  "elements": ["C", "C", "C", "N", "N", "N", "O", "O", "H"],
  "xyz": [[-1.221, 0.518, -0.874], [1.059, 0.962, 0.759], [1.171, -1.320, 0.179], [1.001, -2.400, -0.159], [-1.746, 0.065, 0.143], [1.549, -0.102, 0.455], [-0.559, 0.992, -1.728], [0.941, 2.076, 1.023], [-2.196, -0.791, 0.203]]
}

{
  "formula": "C27H28BiBrN2O3S2Se4Si",
  "method": "ωB97M-V/def2-TZVPD",
  "relative_energy_ev": 0.0000,
  "total_charge": -2,
  "lumo_energy_ha": 0.1440,
  "e_tot_ev": -404399.706,
  "e_homo_ha": -0.0678,
  "largest_force_ev_per_a": 0.459,
  "elements": ["Bi", "Se", "Se", "Se", "Se", "N", "C", "Br", "C", "C", "C", "C", "C", "C", "C", "O", "O", "H", "H", "H", "H", "C", "C", "C", "C", "Si", "O", "C", "C", "C", "C", "C", "C", "C", "C", "C", "C", "C", "C", "H", "H", "H", "H", "H", "H", "H", "H", "H", "H", "H", "H", "H", "H", "H", "H", "H", "H", "H", "S", "C", "N", "C", "C", "S", "H", "H", "H", "H", "H"],
  "xyz": [[-0.204, -0.292, -0.046], [-0.800, -2.759, 1.919], [-2.188, -1.688, 3.450], [-3.217, -0.057, 2.164], [-1.469, 1.394, 1.582], [0.229, 2.403, -2.250], [0.079, 1.490, -1.556], [0.304, -6.153, -3.894], [-0.608, -4.579, -3.314], [-0.740, -4.334, -1.961], [-1.416, -3.191, -1.553], [-1.950, -2.311, -2.487], [-1.819, -2.596, -3.841], [-1.139, -3.724, -4.266], [-2.736, -1.086, -2.049], [-3.721, -0.777, -2.706], [-2.309, -0.473, -1.003], [-0.322, -5.014, -1.231], [-1.548, -3.009, -0.492], [-2.261, -1.916, -4.557], [-1.026, -3.943, -5.319], [4.894, -0.181, 0.761], [4.295, 0.173, 2.124], [5.390, 0.786, 3.000], [3.810, -1.120, 2.792], [2.753, 1.285, 1.898], [1.812, 0.607, 0.783], [3.172, 3.042, 1.284], [2.263, 3.608, 0.385], [2.445, 4.884, -0.134], [3.552, 5.633, 0.236], [4.462, 5.103, 1.140], [4.267, 3.828, 1.657], [2.067, 1.545, 3.639], [1.151, 0.662, 4.212], [0.694, 0.848, 5.510], [1.147, 1.919, 6.266], [2.059, 2.808, 5.719], [2.506, 2.619, 4.418], [5.749, -0.858, 0.888], [5.249, 0.709, 0.231], [4.166, -0.687, 0.127], [6.152, 0.029, 3.223], [4.995, 1.150, 3.953], [5.896, 1.612, 2.498], [4.647, -1.824, 2.883], [3.022, -1.604, 2.213], [3.415, -0.937, 3.792], [1.398, 3.036, 0.076], [1.719, 5.283, -0.832], [3.704, 6.625, -0.174], [5.326, 5.683, 1.445], [4.985, 3.451, 2.373], [0.775, -0.181, 3.645], [-0.032, 0.156, 5.916], [0.778, 2.069, 7.275], [2.417, 3.652, 6.298], [3.205, 3.335, 4.001], [1.746, -1.623, -2.682], [2.673, -0.267, -2.872], [3.160, 0.520, -1.921], [3.951, 1.663, -2.342], [3.544, 1.965, -3.776], [3.151, 0.332, -4.466], [2.781, 0.482, -0.961], [5.017, 1.414, -2.283], [3.753, 2.502, -1.683], [4.342, 2.435, -4.346], [2.641, 2.573, -3.801]]
}

{
  "formula": "C20H21Cl5IrN6O2STe4",
  "method": "ωB97M-V/def2-TZVPD",
  "relative_energy_ev": 1.6278,
  "spin_multiplicity": 2,
  "total_charge": 2,
  "lumo_energy_ha": [-0.2563, -0.2744],
  "e_tot_ev": -139559.800,
  "e_homo_ha": [-0.4580, -0.4524],
  "largest_force_ev_per_a": 2.557,
  "elements": ["Ir", "O", "N", "O", "C", "C", "C", "C", "C", "C", "N", "C", "C", "N", "C", "C", "C", "C", "H", "H", "H", "H", "H", "H", "H", "Te", "Te", "Te", "Te", "Cl", "C", "Cl", "Cl", "C", "N", "C", "C", "N", "C", "S", "N", "C", "C", "H", "H", "H", "H", "H", "H", "H", "H", "H", "H", "H", "H", "Cl", "C", "Cl", "H", "H"],
  "xyz": [[-0.254, 0.074, -0.503], [-6.697, -3.896, 1.332], [-5.733, -4.079, 0.638], [-5.419, -5.113, 0.100], [-4.868, -2.918, 0.420], [-5.468, -1.701, 0.486], [-4.732, -0.511, 0.250], [-5.344, 0.755, 0.252], [-4.570, 1.863, 0.000], [-3.204, 1.689, -0.227], [-2.605, 0.515, -0.229], [-3.344, -0.592, -0.010], [-2.705, -1.881, -0.051], [-1.386, -1.927, -0.309], [-0.783, -3.094, -0.382], [-1.442, -4.305, -0.179], [-2.788, -4.292, 0.094], [-3.467, -3.060, 0.151], [-6.523, -1.633, 0.721], [-6.404, 0.845, 0.435], [-5.001, 2.850, -0.021], [-2.586, 2.559, -0.427], [0.269, -3.088, -0.619], [-0.895, -5.232, -0.240], [-3.330, -5.214, 0.241], [-0.406, 0.281, 2.555], [-0.757, 2.920, 2.600], [0.068, 4.123, 0.348], [0.960, 2.353, -1.388], [-0.043, -2.240, -5.752], [-0.227, -2.578, -3.998], [-1.667, -3.611, -3.681], [1.238, -3.401, -3.390], [-0.409, -1.366, -3.265], [-0.541, -0.415, -2.619], [5.026, -4.159, -0.395], [3.521, -4.271, -0.179], [2.848, -3.011, -0.455], [2.824, -1.946, 0.339], [2.240, -0.485, -0.378], [3.252, -1.987, 1.581], [3.417, -0.884, 2.505], [4.896, -0.623, 2.762], [5.504, -5.111, -0.188], [5.463, -3.402, 0.250], [5.235, -3.890, -1.427], [3.292, -4.592, 0.838], [3.106, -5.006, -0.869], [2.595, -2.856, -1.423], [3.597, -2.873, 1.928], [2.910, -1.150, 3.436], [2.938, 0.003, 2.087], [5.389, -1.513, 3.145], [5.007, 0.168, 3.497], [5.399, -0.309, 1.851], [-0.170, -1.812, 5.169], [-0.143, -3.287, 4.194], [0.198, -2.835, 2.513], [-1.119, -3.773, 4.218], [0.648, -3.951, 4.539]]
}

{
  "formula": "C9H21NOP",
  "method": "ωB97M-V/def2-TZVPD",
  "relative_energy_ev": 2.7657,
  "total_charge": 1,
  "lumo_energy_ha": -0.1001,
  "e_tot_ev": -22489.655,
  "e_homo_ha": -0.3935,
  "largest_force_ev_per_a": 6.149,
  "elements": ["C", "C", "C", "C", "C", "C", "C", "C", "C", "N", "O", "P", "H", "H", "H", "H", "H", "H", "H", "H", "H", "H", "H", "H", "H", "H", "H", "H", "H", "H", "H", "H", "H"],
  "xyz": [[-0.839, 1.394, 3.008], [1.499, -0.583, -0.060], [-0.586, 0.508, -0.982], [2.012, -0.620, -1.499], [-0.024, 0.351, -2.374], [-0.026, -0.608, -0.044], [2.150, 0.540, -3.616], [-3.342, 0.108, 2.382], [-0.436, -1.418, 2.990], [1.536, 0.416, -2.234], [-2.356, -0.080, 1.352], [-0.908, 0.027, 1.992], [-1.146, 2.380, 2.628], [0.191, 1.437, 3.366], [1.775, -1.438, 0.571], [1.806, 0.331, 0.321], [-0.526, 1.478, -0.596], [-1.740, 0.522, -0.985], [3.100, -0.543, -1.659], [1.428, -1.455, -2.012], [-0.243, -0.560, -2.969], [-0.316, 1.306, -2.965], [-0.373, -1.560, -0.350], [2.043, -0.293, -4.299], [1.795, 1.389, -4.148], [3.258, 0.823, -3.446], [-3.436, 1.099, 2.450], [-3.019, -0.241, 3.360], [-4.303, -0.333, 2.169], [-0.934, -2.471, 2.705], [0.594, -1.627, 2.577], [-0.455, -1.501, 4.067], [1.819, 1.221, -1.698]]
}

{
  "formula": "C18H22F2N6O3PPd",
  "method": "ωB97M-V/def2-TZVPD",
  "relative_energy_ev": 1.2914,
  "spin_multiplicity": 3,
  "total_charge": 1,
  "lumo_energy_ha": [-0.1192, -0.1594],
  "e_tot_ev": -52303.233,
  "e_homo_ha": [-0.3824, -0.3831],
  "largest_force_ev_per_a": 0.702,
  "elements": ["Pd", "O", "C", "C", "C", "C", "C", "C", "C", "N", "C", "C", "N", "H", "H", "H", "H", "H", "H", "H", "N", "C", "P", "O", "O", "C", "N", "H", "H", "H", "H", "H", "H", "H", "H", "H", "H", "F", "C", "F", "H", "N", "C", "C", "C", "C", "C", "N", "C", "H", "H", "H", "H"],
  "xyz": [[0.039, -0.172, -0.765], [-1.452, -0.612, 0.638], [-1.371, -0.459, 1.929], [-2.127, -1.316, 2.764], [-2.105, -1.197, 4.130], [-1.328, -0.210, 4.753], [-0.594, 0.641, 3.971], [-0.597, 0.543, 2.565], [0.169, 1.486, 1.776], [0.338, 1.510, 0.449], [1.130, 2.610, 0.140], [1.423, 3.271, 1.278], [0.818, 2.555, 2.291], [-2.728, -2.070, 2.271], [-2.691, -1.878, 4.735], [-1.308, -0.120, 5.830], [-0.001, 1.401, 4.467], [1.430, 2.838, -0.867], [2.002, 4.159, 1.459], [0.857, 2.785, 3.269], [-2.053, 2.446, -0.714], [-1.627, 2.673, -2.142], [-2.322, 1.173, -2.988], [-3.633, 1.435, -3.602], [-2.145, 0.190, -1.843], [-1.142, 0.564, -4.261], [-1.329, -0.925, -4.247], [-2.059, 1.405, -0.601], [-3.008, 2.769, -0.561], [-1.429, 2.870, -0.032], [-0.539, 2.662, -2.164], [-2.011, 3.618, -2.516], [-0.106, 0.778, -4.006], [-1.391, 0.967, -5.239], [-2.322, -1.160, -4.278], [-0.927, -1.334, -3.315], [-0.871, -1.376, -5.035], [-0.175, -1.723, -2.107], [1.486, 0.260, -2.022], [2.612, 0.694, -1.432], [1.755, -0.449, -2.810], [5.970, -2.076, 1.499], [4.866, -2.264, 1.245], [3.483, -2.499, 0.924], [2.967, -3.789, 0.830], [1.625, -3.950, 0.542], [0.844, -2.827, 0.335], [1.351, -1.591, 0.411], [2.637, -1.424, 0.700], [3.615, -4.642, 0.985], [1.183, -4.934, 0.471], [-0.213, -2.899, 0.119], [3.005, -0.408, 0.767]]
}

What did the third record say?
{
  "formula": "C27H28BiBrN2O3S2Se4Si",
  "method": "ωB97M-V/def2-TZVPD",
  "relative_energy_ev": 0.0000,
  "total_charge": -2,
  "lumo_energy_ha": 0.1440,
  "e_tot_ev": -404399.706,
  "e_homo_ha": -0.0678,
  "largest_force_ev_per_a": 0.459,
  "elements": ["Bi", "Se", "Se", "Se", "Se", "N", "C", "Br", "C", "C", "C", "C", "C", "C", "C", "O", "O", "H", "H", "H", "H", "C", "C", "C", "C", "Si", "O", "C", "C", "C", "C", "C", "C", "C", "C", "C", "C", "C", "C", "H", "H", "H", "H", "H", "H", "H", "H", "H", "H", "H", "H", "H", "H", "H", "H", "H", "H", "H", "S", "C", "N", "C", "C", "S", "H", "H", "H", "H", "H"],
  "xyz": [[-0.204, -0.292, -0.046], [-0.800, -2.759, 1.919], [-2.188, -1.688, 3.450], [-3.217, -0.057, 2.164], [-1.469, 1.394, 1.582], [0.229, 2.403, -2.250], [0.079, 1.490, -1.556], [0.304, -6.153, -3.894], [-0.608, -4.579, -3.314], [-0.740, -4.334, -1.961], [-1.416, -3.191, -1.553], [-1.950, -2.311, -2.487], [-1.819, -2.596, -3.841], [-1.139, -3.724, -4.266], [-2.736, -1.086, -2.049], [-3.721, -0.777, -2.706], [-2.309, -0.473, -1.003], [-0.322, -5.014, -1.231], [-1.548, -3.009, -0.492], [-2.261, -1.916, -4.557], [-1.026, -3.943, -5.319], [4.894, -0.181, 0.761], [4.295, 0.173, 2.124], [5.390, 0.786, 3.000], [3.810, -1.120, 2.792], [2.753, 1.285, 1.898], [1.812, 0.607, 0.783], [3.172, 3.042, 1.284], [2.263, 3.608, 0.385], [2.445, 4.884, -0.134], [3.552, 5.633, 0.236], [4.462, 5.103, 1.140], [4.267, 3.828, 1.657], [2.067, 1.545, 3.639], [1.151, 0.662, 4.212], [0.694, 0.848, 5.510], [1.147, 1.919, 6.266], [2.059, 2.808, 5.719], [2.506, 2.619, 4.418], [5.749, -0.858, 0.888], [5.249, 0.709, 0.231], [4.166, -0.687, 0.127], [6.152, 0.029, 3.223], [4.995, 1.150, 3.953], [5.896, 1.612, 2.498], [4.647, -1.824, 2.883], [3.022, -1.604, 2.213], [3.415, -0.937, 3.792], [1.398, 3.036, 0.076], [1.719, 5.283, -0.832], [3.704, 6.625, -0.174], [5.326, 5.683, 1.445], [4.985, 3.451, 2.373], [0.775, -0.181, 3.645], [-0.032, 0.156, 5.916], [0.778, 2.069, 7.275], [2.417, 3.652, 6.298], [3.205, 3.335, 4.001], [1.746, -1.623, -2.682], [2.673, -0.267, -2.872], [3.160, 0.520, -1.921], [3.951, 1.663, -2.342], [3.544, 1.965, -3.776], [3.151, 0.332, -4.466], [2.781, 0.482, -0.961], [5.017, 1.414, -2.283], [3.753, 2.502, -1.683], [4.342, 2.435, -4.346], [2.641, 2.573, -3.801]]
}